No. 1
Computed, not measured: 10 unconnected molecules or ions with the total composition C25H75N15O10 in a non-equilibrium geometry, with ωB97M-V/def2-TZVPD.

Each atom is followed by the atoms it is bonded to, with distances in Å.
Cartesian coordinates (Å):
1 C 3.5585 -0.4642 -1.5616  O2 1.456, H7 1.090, H8 1.090, H9 1.090
2 O 3.8446 -1.6641 -2.3345  C1 1.456, C3 1.461
3 C 2.6522 -2.4792 -2.5541  O2 1.461, C4 1.564, H10 1.090, H11 1.090
4 C 2.8102 -3.2486 -3.9067  C3 1.564, C5 1.531, N6 1.456, H12 1.090
5 C 2.5345 -2.3636 -5.1246  C4 1.531, H13 1.090, H14 1.090, H15 1.090
6 N 1.7680 -4.2652 -3.8820  C4 1.456, H16 1.010, H17 1.010
7 H 2.8573 -0.5011 -0.7279  C1 1.090
8 H 3.4119 0.4383 -2.1551  C1 1.090
9 H 4.5237 -0.2248 -1.1153  C1 1.090
10 H 2.6374 -3.1167 -1.6701  C3 1.090
11 H 1.7437 -1.8769 -2.5586  C3 1.090
12 H 3.7738 -3.7572 -3.8799  C4 1.090
13 H 3.1002 -1.4489 -5.3020  C5 1.090
14 H 1.4934 -2.0466 -5.0624  C5 1.090
15 H 2.4485 -2.8872 -6.0767  C5 1.090
16 H 1.6636 -4.7705 -3.0137  N6 1.010
17 H 0.8913 -3.7956 -4.0581  N6 1.010
18 C 0.6179 0.8407 -4.0684  O19 1.410, H24 1.090, H25 1.090, H26 1.090
19 O -0.1739 1.8834 -3.5448  C18 1.410, C20 1.424
20 C 0.5051 3.1140 -3.7757  O19 1.424, C21 1.552, H27 1.090, H28 1.090
21 C -0.3173 4.3755 -3.4022  C20 1.552, C22 1.535, N23 1.435, H29 1.090
22 C 0.5172 5.6601 -3.3003  C21 1.535, H30 1.090, H31 1.090, H32 1.090
23 N -0.9866 4.3472 -2.1335  C21 1.435, H33 1.010, H34 1.010
24 H 1.6113 0.8445 -3.6199  C18 1.090
25 H 0.6774 0.9594 -5.1503  C18 1.090
26 H 0.2484 -0.1447 -3.7845  C18 1.090
27 H 1.4813 3.1925 -3.2973  C20 1.090
28 H 0.6552 3.3383 -4.8318  C20 1.090
29 H -1.0576 4.6190 -4.1642  C21 1.090
30 H 1.0842 5.9728 -4.1771  C22 1.090
31 H 1.2782 5.5058 -2.5353  C22 1.090
32 H -0.0746 6.5115 -2.9641  C22 1.090
33 H -1.4773 3.4686 -2.2187  N23 1.010
34 H -0.2360 4.2193 -1.4699  N23 1.010
35 C 4.5628 -6.5741 3.9190  O36 1.419, H41 1.090, H42 1.090, H43 1.090
36 O 3.3122 -6.1761 3.3792  C35 1.419, C37 1.434
37 C 3.0344 -4.7697 3.3267  O36 1.434, C38 1.556, H44 1.090, H45 1.090
38 C 3.6751 -4.1573 2.0473  C37 1.556, C39 1.493, N40 1.434, H46 1.090
39 C 3.2748 -2.7298 1.8679  C38 1.493, H47 1.090, H48 1.090, H49 1.090
40 N 3.3230 -4.8158 0.8233  C38 1.434, H50 1.010, H51 1.010
41 H 4.8537 -7.6204 4.0125  C35 1.090
42 H 4.6766 -6.0398 4.8622  C35 1.090
43 H 5.3105 -6.1887 3.2258  C35 1.090
44 H 1.9489 -4.6807 3.3695  C37 1.090
45 H 3.4201 -4.3031 4.2331  C37 1.090
46 H 4.7462 -4.2067 2.2432  C38 1.090
47 H 2.2210 -2.5375 1.6668  C39 1.090
48 H 3.7844 -2.3586 0.9788  C39 1.090
49 H 3.5370 -2.1334 2.7418  C39 1.090
50 H 2.3349 -5.0195 0.8690  N40 1.010
51 H 3.6898 -5.7511 0.9273  N40 1.010
52 C -0.8254 2.6696 2.8949  O53 1.412, H58 1.090, H59 1.090, H60 1.090
53 O -1.0927 3.2471 4.1553  C52 1.412, C54 1.393
54 C -2.0217 4.2847 4.1338  O53 1.393, C55 1.571, H61 1.090, H62 1.090
55 C -3.4897 3.7284 4.0692  C54 1.571, C56 1.602, N57 1.477, H63 1.090
56 C -4.6123 4.8700 4.0264  C55 1.602, H64 1.090, H65 1.090, H66 1.090
57 N -3.7792 2.8041 5.1836  C55 1.477, H67 1.010, H68 1.010
58 H -0.0103 1.9650 3.0601  C52 1.090
59 H -0.6389 3.4468 2.1537  C52 1.090
60 H -1.6961 2.1273 2.5263  C52 1.090
61 H -1.9381 4.8193 5.0800  C54 1.090
62 H -1.7401 5.0123 3.3726  C54 1.090
63 H -3.4393 3.1851 3.1256  C55 1.090
64 H -4.3353 5.5206 3.1968  C56 1.090
65 H -4.6418 5.4286 4.9619  C56 1.090
66 H -5.6399 4.5122 4.0894  C56 1.090
67 H -3.9369 3.3719 6.0039  N57 1.010
68 H -2.8582 2.4091 5.3098  N57 1.010
69 C -1.3440 -3.1290 -5.5136  O70 1.448, H75 1.090, H76 1.090, H77 1.090
70 O -1.2356 -3.1343 -4.0695  C69 1.448, C71 1.414
71 C -2.0358 -2.1348 -3.4686  O70 1.414, C72 1.552, H78 1.090, H79 1.090
72 C -2.3179 -2.2151 -1.9446  C71 1.552, C73 1.511, N74 1.454, H80 1.090
73 C -2.9037 -3.5006 -1.4076  C72 1.511, H81 1.090, H82 1.090, H83 1.090
74 N -3.1465 -1.1223 -1.4614  C72 1.454, H84 1.010, H85 1.010
75 H -2.3180 -3.2462 -5.9886  C69 1.090
76 H -0.6829 -3.9200 -5.8676  C69 1.090
77 H -0.9789 -2.1684 -5.8770  C69 1.090
78 H -1.4253 -1.2816 -3.7643  C71 1.090
79 H -2.9660 -1.9678 -4.0118  C71 1.090
80 H -1.3015 -2.0904 -1.5710  C72 1.090
81 H -3.9411 -3.5486 -1.7385  C73 1.090
82 H -2.8596 -3.6676 -0.3314  C73 1.090
83 H -2.4736 -4.4047 -1.8386  C73 1.090
84 H -3.4523 -1.2952 -0.5145  N74 1.010
85 H -3.9218 -1.2075 -2.1030  N74 1.010
86 N -1.5800 -1.5629 3.8858  C87 1.262, H90 1.010, H91 1.010
87 C -2.5073 -1.0115 3.2303  N86 1.262, N88 1.279, O89 1.230
88 N -3.4754 -0.6838 3.9998  C87 1.279, H92 1.010, H93 1.010
89 O -2.4860 -0.9164 2.0039  C87 1.230
90 H -1.6116 -1.6847 4.8879  N86 1.010
91 H -0.8087 -1.9588 3.3676  N86 1.010
92 H -4.1781 -0.3143 3.3754  N88 1.010
93 H -3.6125 -1.1400 4.8904  N88 1.010
94 N 2.6009 1.4637 2.7540  C95 1.290, H98 1.010, H99 1.010
95 C 2.2247 0.4094 3.3949  N94 1.290, N96 1.332, O97 1.213
96 N 2.7702 0.4100 4.6098  C95 1.332, H100 1.010, H101 1.010
97 O 1.4092 -0.3942 2.9948  C95 1.213
98 H 2.7166 2.2140 3.4201  N94 1.010
99 H 2.2584 1.7242 1.8403  N94 1.010
100 H 2.6450 -0.4993 5.0312  N96 1.010
101 H 3.4835 1.0529 4.9230  N96 1.010
102 N 2.4258 3.6395 0.3123  C103 1.291, H106 1.010, H107 1.010
103 C 3.3099 3.9011 -0.5909  N102 1.291, N104 1.306, O105 1.189
104 N 3.8217 5.0392 -0.2064  C103 1.306, H108 1.010, H109 1.010
105 O 3.5940 3.3521 -1.6062  C103 1.189
106 H 2.5998 4.2220 1.1188  N102 1.010
107 H 1.8033 2.8451 0.2736  N102 1.010
108 H 4.6129 5.4408 -0.6889  N104 1.010
109 H 3.4193 5.3917 0.6503  N104 1.010
110 N -6.3119 1.4571 -1.2677  C111 1.264, H114 1.010, H115 1.010
111 C -6.3860 0.8110 -0.1844  N110 1.264, N112 1.314, O113 1.228
112 N -5.3117 0.1086 0.0980  C111 1.314, H116 1.010, H117 1.010
113 O -7.4050 0.6821 0.4887  C111 1.228
114 H -5.4562 1.6501 -1.7683  N110 1.010
115 H -7.1969 1.9186 -1.4220  N110 1.010
116 H -5.3841 -0.6199 0.7937  N112 1.010
117 H -4.4676 0.2145 -0.4464  N112 1.010
118 N -0.9239 0.6566 -1.0961  C119 1.293, H122 1.010, H123 1.010
119 C 0.0005 0.7058 -0.1938  N118 1.293, N120 1.287, O121 1.196
120 N -0.1950 -0.1422 0.7550  C119 1.287, H124 1.010, H125 1.010
121 O 0.9249 1.4633 -0.2463  C119 1.196
122 H -1.7065 0.0463 -0.9084  N118 1.010
123 H -0.8548 1.4051 -1.7707  N118 1.010
124 H 0.4910 -0.1266 1.4961  N120 1.010
125 H -1.0230 -0.7115 0.8568  N120 1.010

Summary:
* lowest unoccupied orbital energy: 0.17 eV
* energy relative to the best compared isomer or geometry (same formula, charge and spin): 141.0 kcal per mole
* E_tot: -69965.6720 eV
* max |F|: 0.1360 hartree/bohr

No. 2
Computed, not measured: 13 unconnected molecules or ions with the total composition C25H76O13 in a non-equilibrium geometry, with ωB97M-V/def2-TZVPD.

Each atom is followed by the atoms it is bonded to, with distances in Å.
Cartesian coordinates (Å):
1 C -0.2964 0.1612 0.0533  O2 1.393, H3 1.106, H4 1.130, H5 1.097
2 O 0.4375 0.6466 1.1332  C1 1.393, H6 0.993
3 H 0.2051 0.1914 -0.9321  C1 1.106
4 H -0.4524 -0.9439 0.2302  C1 1.130
5 H -1.2787 0.6386 -0.0506  C1 1.097
6 H 0.8020 1.5566 0.9752  O2 0.993
7 C 5.1341 0.5307 -0.1081  O8 1.419, H9 1.120, H10 1.098, H11 1.083
8 O 4.2849 -0.6016 -0.0103  C7 1.419, H12 0.992
9 H 5.4220 0.7926 -1.1587  C7 1.120
10 H 4.7216 1.4651 0.2955  C7 1.098
11 H 6.0700 0.3340 0.3993  C7 1.083
12 H 3.4775 -0.5028 -0.5779  O8 0.992
13 C -2.3803 2.6449 3.2361  O14 1.374, H15 1.085, H16 1.111, H17 1.121
14 O -2.5542 2.0168 2.0260  C13 1.374, H18 0.987
15 H -1.6654 2.1103 3.8536  C13 1.085
16 H -1.9948 3.6576 2.9893  C13 1.111
17 H -3.3252 2.7125 3.8361  C13 1.121
18 H -2.5567 1.0320 2.0925  O14 0.987
19 C -3.1293 -1.9613 2.1294  O20 1.427, H21 1.084, H22 1.072, H23 1.064
20 O -3.4722 -0.6047 1.8515  C19 1.427, H24 0.959
21 H -2.4574 -2.2855 1.3432  C19 1.084
22 H -2.6588 -1.9664 3.0926  C19 1.072
23 H -4.0430 -2.5069 2.1492  C19 1.064
24 H -4.3558 -0.4262 2.1776  O20 0.959
25 C -3.5700 4.1831 0.3549  O26 1.374, H27 1.125, H28 1.093, H29 1.102
26 O -2.2087 4.0338 0.2393  C25 1.374, H30 0.988
27 H -3.8455 4.6298 1.3495  C25 1.125
28 H -3.9090 5.0080 -0.2766  C25 1.093
29 H -4.2259 3.3040 0.2449  C25 1.102
30 H -1.9252 3.2804 0.8114  O26 0.988
31 C -3.5128 -0.0961 -5.6494  O32 1.418, H33 1.068, H34 1.060, H35 1.074
32 O -4.3838 0.9592 -5.2780  C31 1.418, H36 0.987
33 H -2.4997 0.1463 -5.4137  C31 1.068
34 H -3.7349 -0.9651 -5.0847  C31 1.060
35 H -3.6623 -0.3468 -6.6830  C31 1.074
36 H -4.6962 0.8204 -4.3517  O32 0.987
37 C -4.3949 -0.0272 -1.4377  O38 1.451, H39 1.147, H40 1.154, H41 1.111
38 O -5.1159 0.1067 -2.6898  C37 1.451, H42 0.988
39 H -4.1920 -1.1137 -1.1300  C37 1.147
40 H -3.3774 0.5073 -1.5405  C37 1.154
41 H -4.9824 0.4871 -0.6467  C37 1.111
42 H -5.9829 -0.3318 -2.5120  O38 0.988
43 C -1.5212 -2.6600 -2.7649  C44 1.469, H47 1.107, H48 1.097, H49 1.124
44 C -1.2823 -3.2645 -1.4473  C43 1.469, C45 1.542, O46 1.402, H50 1.138
45 C -2.0772 -4.5856 -1.4037  C44 1.542, H51 1.095, H52 1.068, H53 1.146
46 O 0.1045 -3.4153 -1.3035  C44 1.402, H54 0.962
47 H -2.5912 -2.4568 -2.9620  C43 1.107
48 H -1.1539 -3.3264 -3.5546  C43 1.097
49 H -1.0098 -1.6626 -2.8497  C43 1.124
50 H -1.6289 -2.5106 -0.6678  C44 1.138
51 H -1.6201 -5.3229 -2.0717  C45 1.095
52 H -3.0908 -4.2917 -1.5681  C45 1.068
53 H -1.9540 -5.1264 -0.4008  C45 1.146
54 H 0.2863 -3.4910 -0.3615  O46 0.962
55 C 1.5110 -5.5690 2.0671  C56 1.559, H59 1.105, H60 1.074, H61 1.082
56 C 1.7176 -4.0266 2.1533  C55 1.559, C57 1.534, O58 1.417, H62 1.096
57 C 2.8663 -3.4171 1.3386  C56 1.534, H63 1.085, H64 1.075, H65 1.087
58 O 0.5011 -3.4451 1.7177  C56 1.417, H66 0.947
59 H 1.6738 -5.9362 1.0380  C55 1.105
60 H 0.5056 -5.7112 2.4162  C55 1.074
61 H 2.1179 -6.0937 2.7926  C55 1.082
62 H 1.8131 -3.7582 3.2116  C56 1.096
63 H 3.8297 -3.8897 1.4994  C57 1.085
64 H 3.0815 -2.3994 1.6086  C57 1.075
65 H 2.5906 -3.3511 0.2893  C57 1.087
66 H 0.2943 -2.6822 2.2401  O58 0.947
67 C -0.1350 -0.8040 5.5661  C68 1.509, H71 1.119, H72 1.078, H73 1.091
68 C 0.5159 -0.3562 4.2808  C67 1.509, C69 1.522, O70 1.450, H74 1.075
69 C 1.9702 -0.7729 4.1104  C68 1.522, H75 1.089, H76 1.098, H77 1.072
70 O -0.2651 -0.9511 3.2132  C68 1.450, H78 0.998
71 H -1.1476 -0.3387 5.6640  C67 1.119
72 H 0.3962 -0.4368 6.4289  C67 1.078
73 H -0.1845 -1.8933 5.5449  C67 1.091
74 H 0.5488 0.6889 4.0323  C68 1.075
75 H 2.1689 -1.7002 4.6464  C69 1.089
76 H 2.6160 -0.0035 4.5544  C69 1.098
77 H 2.1567 -0.8601 3.0579  C69 1.072
78 H -0.0167 -0.4373 2.3942  O70 0.998
79 C 3.4645 -2.9689 -2.8037  C80 1.551, H83 1.106, H84 1.122, H85 1.110
80 C 2.8365 -1.5505 -2.8165  C79 1.551, C81 1.538, O82 1.410, H86 1.128
81 C 1.9296 -1.3015 -4.0337  C80 1.538, H87 1.122, H88 1.078, H89 1.096
82 O 2.1062 -1.3488 -1.6276  C80 1.410, H90 0.966
83 H 4.1692 -3.1179 -1.9638  C79 1.106
84 H 3.9811 -3.0896 -3.7928  C79 1.122
85 H 2.6105 -3.6631 -2.6556  C79 1.110
86 H 3.6564 -0.7815 -2.9084  C80 1.128
87 H 1.2418 -0.4226 -3.9182  C81 1.122
88 H 1.4975 -2.2087 -4.4242  C81 1.078
89 H 2.6594 -0.9971 -4.7923  C81 1.096
90 H 1.5286 -2.1124 -1.4992  O82 0.966
91 C 1.9715 3.4974 3.1812  C92 1.553, H95 1.102, H96 1.116, H97 1.166
92 C 1.1247 3.9337 1.9551  C91 1.553, C93 1.496, O94 1.386, H98 1.102
93 C 1.0747 5.4271 1.8921  C92 1.496, H99 1.099, H100 1.086, H101 1.082
94 O 1.5622 3.3036 0.8012  C92 1.386, H102 0.935
95 H 2.0001 2.4052 3.3279  C91 1.102
96 H 1.6252 4.1078 4.0486  C91 1.116
97 H 3.0392 3.8763 2.9071  C91 1.166
98 H 0.0971 3.5559 2.0793  C92 1.102
99 H 0.6674 5.9090 2.7920  C93 1.099
100 H 0.3949 5.7849 1.1249  C93 1.086
101 H 2.0639 5.8235 1.7044  C93 1.082
102 H 1.8991 3.8916 0.1574  O94 0.935
103 C 2.0746 2.3269 -2.7272  C104 1.500, H107 1.110, H108 1.060, H109 1.094
104 C 0.7484 3.0183 -2.6160  C103 1.500, C105 1.506, O106 1.448, H110 1.113
105 C 0.7966 4.5091 -2.8256  C104 1.506, H111 1.116, H112 1.064, H113 1.090
106 O -0.3190 2.4632 -3.4225  C104 1.448, H114 0.962
107 H 2.7576 2.7495 -1.9614  C103 1.110
108 H 2.4654 2.6961 -3.6406  C103 1.060
109 H 2.1395 1.2357 -2.7652  C103 1.094
110 H 0.4903 2.7870 -1.5583  C104 1.113
111 H 1.3398 5.0635 -2.0243  C105 1.116
112 H -0.2035 4.8496 -2.9481  C105 1.064
113 H 1.3636 4.7512 -3.7241  C105 1.090
114 H -0.1568 2.5780 -4.3642  O106 0.962

Summary:
* lowest unoccupied orbital energy: 0.34 eV
* energy relative to the best compared isomer or geometry (same formula, charge and spin): 34.3 kcal per mole
* E_tot: -53771.2645 eV
* max |F|: 0.0618 hartree/bohr